(1)
# C76H176B5F20N9O7

14 unconnected molecules or ions with the total composition C76H176B5F20N9O7 at a distorted geometry (the ωB97M-V functional and the def2-TZVPD basis, the Open Molecules 2025 dataset).

Properties
Total energy = -6142.25270 a.u.
LUMO level = -5.138 eV
Charge = +4
HOMO = -15.35 eV

```
293
C76H176B5F20N9O7 the ωB97M-V functional and the def2-TZVPD basis
C 4.599 -2.692 -4.550
O 3.719 -3.846 -4.790
C 2.622 -3.916 -3.860
C 2.134 -5.403 -3.989
N 3.354 -6.274 -4.204
H 3.085 -7.155 -4.683
H 3.833 -5.763 -4.943
C 4.180 -6.605 -2.995
C 3.445 -7.821 -2.411
O 3.102 -8.806 -3.344
C 3.880 -10.002 -3.188
H 5.081 -2.881 -3.656
H 4.112 -1.740 -4.578
H 5.324 -2.740 -5.384
H 1.797 -3.203 -4.006
H 2.882 -3.868 -2.760
H 1.451 -5.559 -4.906
H 1.588 -5.729 -3.143
H 4.123 -5.853 -2.204
H 5.175 -6.933 -3.337
H 2.507 -7.475 -1.913
H 4.021 -8.228 -1.601
H 3.383 -10.777 -3.825
H 3.813 -10.278 -2.140
H 4.917 -9.841 -3.473
C 2.335 -5.575 7.302
O 2.263 -4.587 6.292
C 1.697 -5.199 5.130
C 0.953 -4.082 4.297
N 0.062 -3.235 5.054
H 0.661 -2.654 5.622
H -0.318 -2.565 4.380
C -1.130 -3.743 5.882
C -1.786 -4.909 5.164
O -2.106 -4.520 3.936
C -3.008 -5.339 3.183
H 1.357 -6.032 7.526
H 2.733 -5.172 8.262
H 2.941 -6.492 7.079
H 1.030 -6.052 5.414
H 2.553 -5.524 4.515
H 0.265 -4.509 3.588
H 1.603 -3.482 3.689
H -1.811 -2.907 5.945
H -0.863 -4.050 6.852
H -2.687 -5.202 5.759
H -1.032 -5.751 5.169
H -3.035 -6.407 3.506
H -2.770 -5.298 2.142
H -3.970 -4.904 3.271
C -7.085 1.485 5.570
O -7.748 1.046 4.367
C -7.071 1.386 3.153
C -7.442 0.261 2.218
N -7.432 -1.057 2.933
H -6.653 -1.063 3.516
H -8.239 -1.047 3.582
C -7.304 -2.302 2.175
C -8.115 -3.392 2.989
O -9.331 -2.892 3.455
C -9.862 -3.422 4.667
H -7.889 1.461 6.324
H -6.678 2.499 5.348
H -6.285 0.811 5.822
H -5.984 1.343 3.290
H -7.447 2.333 2.785
H -6.696 0.060 1.460
H -8.460 0.416 1.791
H -6.254 -2.570 2.076
H -7.778 -2.168 1.188
H -7.504 -3.770 3.800
H -8.210 -4.220 2.289
H -10.760 -2.830 4.749
H -9.139 -3.297 5.493
H -10.071 -4.536 4.576
C -4.245 8.968 0.088
C -4.758 10.405 0.255
C -5.880 10.728 -0.759
C -5.395 10.822 -2.202
N -6.472 10.462 -3.331
C -6.039 11.099 -4.595
C -6.422 12.551 -4.657
C -7.506 12.663 -3.502
C -7.798 11.251 -3.107
C -6.741 8.963 -3.349
C -7.950 8.490 -4.191
C -8.070 6.967 -4.274
H -3.690 8.513 0.934
H -3.605 8.873 -0.766
H -5.038 8.253 0.040
H -3.965 11.164 0.170
H -5.078 10.494 1.272
H -6.370 11.697 -0.478
H -6.717 10.051 -0.634
H -4.636 10.067 -2.394
H -5.144 11.826 -2.510
H -6.437 10.496 -5.434
H -4.942 10.888 -4.758
H -6.788 12.897 -5.648
H -5.633 13.298 -4.515
H -8.461 13.142 -3.717
H -7.066 13.218 -2.663
H -8.576 10.809 -3.693
H -8.034 11.108 -2.026
H -6.888 8.564 -2.322
H -5.829 8.534 -3.731
H -7.825 8.827 -5.201
H -8.883 8.895 -3.854
H -9.063 6.677 -4.549
H -7.923 6.507 -3.316
H -7.336 6.571 -4.976
C 6.293 0.223 -3.230
C 5.668 -0.132 -1.903
C 6.392 0.560 -0.784
C 5.960 1.979 -0.494
N 6.972 2.785 0.337
C 6.310 4.107 0.753
C 7.152 5.233 0.106
C 8.518 4.623 -0.031
C 8.260 3.173 -0.432
C 7.312 2.030 1.604
C 6.076 1.489 2.418
C 6.457 0.448 3.489
H 7.345 -0.214 -3.340
H 6.324 1.317 -3.382
H 5.727 -0.167 -4.060
H 5.714 -1.226 -1.725
H 4.618 0.086 -1.758
H 7.458 0.579 -1.130
H 6.415 -0.091 0.091
H 5.040 2.008 0.109
H 5.721 2.624 -1.327
H 6.451 4.219 1.826
H 5.233 4.045 0.548
H 7.041 6.109 0.731
H 6.749 5.513 -0.866
H 8.982 4.549 0.942
H 9.305 5.139 -0.638
H 8.989 2.457 -0.153
H 7.947 3.077 -1.441
H 8.011 2.610 2.235
H 7.893 1.202 1.243
H 5.440 0.987 1.655
H 5.443 2.263 2.798
H 7.317 -0.110 3.140
H 5.590 -0.131 3.806
H 6.730 1.018 4.371
C 9.790 -4.011 4.278
C 9.699 -3.192 5.597
C 8.211 -3.097 6.058
C 7.814 -4.456 6.448
N 6.327 -4.562 6.910
C 6.217 -3.857 8.219
C 6.571 -4.836 9.369
C 6.537 -6.220 8.704
C 6.009 -5.972 7.217
C 5.423 -3.986 5.873
C 5.586 -4.596 4.497
C 4.967 -3.682 3.472
H 9.235 -4.951 4.259
H 10.859 -4.170 4.264
H 9.542 -3.324 3.394
H 10.142 -2.198 5.481
H 10.254 -3.781 6.433
H 7.598 -2.797 5.246
H 8.074 -2.397 6.870
H 8.454 -4.889 7.258
H 7.763 -5.240 5.679
H 5.181 -3.528 8.252
H 6.823 -2.973 8.152
H 5.889 -4.734 10.224
H 7.604 -4.701 9.639
H 5.837 -6.906 9.170
H 7.534 -6.700 8.625
H 4.901 -6.057 7.270
H 6.460 -6.561 6.450
H 5.497 -2.898 5.848
H 4.411 -4.196 6.177
H 5.012 -5.538 4.382
H 6.582 -4.779 4.130
H 3.859 -3.581 3.472
H 5.228 -4.084 2.521
H 5.380 -2.701 3.433
C -2.798 2.898 2.876
C -2.779 1.639 2.145
C -1.320 0.952 2.206
C -1.268 -0.554 1.891
N -1.409 -0.882 0.377
C -2.666 -0.416 -0.228
C -3.100 -1.508 -1.141
C -2.010 -2.603 -1.161
C -1.404 -2.396 0.244
C -0.191 -0.253 -0.315
C 1.107 -0.365 0.436
C 2.304 -0.001 -0.451
H -3.593 3.437 2.373
H -1.853 3.412 2.838
H -3.066 2.757 3.928
H -2.952 1.842 1.092
H -3.598 0.975 2.474
H -0.944 0.992 3.219
H -0.593 1.505 1.494
H -2.132 -0.994 2.355
H -0.428 -1.112 2.297
H -2.510 0.571 -0.644
H -3.322 -0.246 0.692
H -3.086 -1.145 -2.152
H -4.110 -1.875 -0.853
H -1.237 -2.515 -1.886
H -2.472 -3.613 -1.201
H -0.368 -2.804 0.375
H -2.060 -2.761 1.015
H -0.458 0.814 -0.524
H -0.141 -0.788 -1.253
H 1.255 -1.349 0.869
H 1.093 0.327 1.284
H 3.176 -0.357 0.104
H 2.472 1.060 -0.597
H 2.422 -0.438 -1.491
C -5.420 -1.307 -10.691
C -5.006 -0.197 -9.712
C -3.870 -0.652 -8.824
C -3.787 0.104 -7.544
N -2.569 -0.185 -6.675
C -2.495 0.918 -5.600
C -1.966 2.055 -6.486
C -0.892 1.412 -7.384
C -1.229 -0.106 -7.318
C -2.708 -1.572 -6.062
C -3.941 -1.749 -5.162
C -4.038 -3.165 -4.612
H -4.625 -1.513 -11.345
H -6.126 -1.020 -11.509
H -5.845 -2.236 -10.257
H -5.901 -0.036 -9.073
H -4.751 0.716 -10.333
H -2.909 -0.401 -9.389
H -3.946 -1.767 -8.824
H -4.616 0.060 -6.821
H -3.767 1.099 -7.901
H -1.708 0.541 -4.852
H -3.459 1.057 -5.197
H -1.536 2.855 -5.890
H -2.749 2.515 -7.056
H 0.055 1.586 -6.904
H -0.850 1.858 -8.395
H -0.504 -0.611 -6.686
H -1.286 -0.523 -8.296
H -1.911 -1.683 -5.428
H -2.706 -2.255 -6.923
H -4.841 -1.597 -5.769
H -3.924 -1.154 -4.294
H -3.040 -3.507 -4.213
H -4.354 -3.897 -5.397
H -4.787 -3.253 -3.826
C 1.170 4.404 -4.178
C 1.759 3.928 -2.883
O 2.936 3.825 -2.617
N 0.774 3.264 -1.858
H -0.196 3.593 -2.012
H 0.706 2.310 -2.219
C 1.148 3.473 -0.456
H 1.888 4.900 -4.821
H 0.288 5.014 -4.058
H 0.967 3.504 -4.766
H 0.752 2.616 0.144
H 0.781 4.432 -0.129
H 2.230 3.493 -0.392
B 2.247 -3.594 -0.190
F 3.357 -2.946 0.287
F 2.650 -4.744 -0.891
F 1.465 -3.973 0.910
F 1.579 -2.765 -1.117
B 1.273 0.438 -4.270
F 0.951 1.531 -5.225
F 0.598 -0.781 -4.665
F 2.587 0.222 -4.184
F 0.691 0.798 -3.015
B 2.153 -0.387 4.166
F 3.247 -0.523 3.287
F 2.418 -0.928 5.455
F 1.598 0.938 4.153
F 1.113 -1.252 3.712
B -2.393 3.468 -1.979
F -1.752 2.266 -2.475
F -1.998 3.613 -0.693
F -1.860 4.515 -2.902
F -3.783 3.384 -2.185
B -4.140 -2.104 4.196
F -4.526 -3.016 5.195
F -5.078 -0.990 4.195
F -2.889 -1.648 4.410
F -4.215 -2.805 2.963
```

***

(2)
# C22H23Cl2HfN2O4

A molecular structure, C22H23Cl2HfN2O4 at a distorted geometry (the ωB97M-V functional and the def2-TZVPD basis, the Open Molecules 2025 dataset).

Properties
Total energy = -2230.86063 a.u.
LUMO level = -4.059 eV
Charge = +1
HOMO = -11.26 eV

```
54
C22H23Cl2HfN2O4 the ωB97M-V functional and the def2-TZVPD basis
Hf -0.246 0.431 -0.287
Cl -0.705 7.300 0.102
C -0.862 5.598 0.278
C -0.736 5.035 1.558
C -0.862 3.677 1.726
Cl -0.683 2.961 3.273
C -1.106 2.803 0.636
O -1.312 1.537 0.847
C -1.189 3.394 -0.666
C -1.321 2.589 -1.835
O -1.283 1.346 -1.886
C -1.088 4.798 -0.813
H -0.539 5.671 2.406
H -1.470 3.138 -2.782
H -1.171 5.230 -1.798
C -4.290 -1.246 -1.245
C -4.016 -2.482 -1.809
C -2.702 -2.921 -1.870
C -1.693 -2.109 -1.358
N -1.971 -0.924 -0.790
C -3.232 -0.505 -0.745
C -0.262 -2.473 -1.364
C 0.226 -3.710 -1.776
C 1.587 -3.962 -1.694
C 2.433 -2.964 -1.231
C 1.880 -1.747 -0.861
N 0.568 -1.516 -0.911
H -5.298 -0.871 -1.182
H -4.808 -3.100 -2.200
H -2.472 -3.878 -2.311
H -3.397 0.461 -0.283
H -0.439 -4.474 -2.144
H 1.971 -4.928 -1.983
H 3.498 -3.120 -1.153
H 2.489 -0.920 -0.503
O 1.085 1.471 -1.020
O 1.432 0.945 0.241
C 1.795 -2.545 3.488
C 1.400 -1.079 3.650
C 2.648 -0.214 3.817
C 0.587 -0.570 2.452
H 2.566 -2.802 4.208
H 2.196 -2.723 2.491
H 0.950 -3.209 3.653
H 0.785 -0.987 4.551
H 3.314 -0.328 2.965
H 3.189 -0.501 4.714
H 2.388 0.838 3.894
H 1.207 -0.662 1.551
H 0.384 0.494 2.621
C -0.744 -1.299 2.241
H -1.297 -1.335 3.181
H -0.587 -2.327 1.907
H -1.359 -0.757 1.512
```